1.
The following is a quantum chemistry calculation of a structure of composition C35H58N4O3P2PbSi4Te, from the OMol25 dataset.

Last column: Mulliken charge in e.
Positions of all 108 atoms, in Å:
Pb  -0.987  1.120  -1.585  0.4087
O  1.191  0.825  -3.855  -0.2493
N  1.757  -0.296  -3.955  -0.8221
N  2.199  -0.770  -2.820  1.1249
O  2.072  -0.188  -1.672  -0.4625
C  2.781  -2.069  -2.864  -0.1307
C  3.159  -2.679  -4.058  -0.4990
C  3.700  -3.954  -4.026  -0.3699
C  3.871  -4.627  -2.819  -0.4840
C  3.497  -4.003  -1.638  -0.4378
C  2.955  -2.724  -1.652  -0.2776
H  3.017  -2.151  -4.989  0.4212
H  3.988  -4.429  -4.957  0.3375
H  4.293  -5.624  -2.805  0.3692
H  3.615  -4.515  -0.690  0.3526
H  2.646  -2.212  -0.752  0.4539
N  -3.465  3.082  2.659  -0.4821
C  -2.954  3.121  1.383  0.5613
O  -2.102  3.937  1.086  -0.5588
C  -3.607  2.156  0.418  0.0172
C  -3.062  2.178  -0.997  -1.4902
H  -2.919  3.548  3.364  0.3101
H  -3.977  2.265  2.948  0.2077
H  -4.680  2.406  0.470  0.4387
H  -3.512  1.152  0.843  -0.3333
H  -2.966  3.219  -1.326  0.3770
H  -3.790  1.699  -1.655  0.4153
C  1.197  4.664  1.278  -1.6184
P  0.849  3.585  -0.184  1.1793
C  -0.005  4.901  -1.152  -1.1111
C  2.545  3.358  -0.900  0.2737
C  3.546  3.174  0.058  -0.9359
C  4.815  2.722  -0.267  -0.8154
C  5.096  2.392  -1.581  -0.8215
C  4.116  2.570  -2.545  0.0539
C  2.856  3.085  -2.243  0.4010
P  1.677  3.446  -3.631  0.5950
C  2.118  5.269  -3.706  -1.4106
C  2.657  3.040  -5.134  -1.5244
H  1.538  4.080  2.132  0.3358
H  0.237  5.105  1.549  0.4488
H  1.924  5.451  1.058  0.3948
H  0.543  5.845  -1.161  0.3257
H  -0.959  5.040  -0.640  0.3682
H  -0.206  4.577  -2.171  0.1980
H  3.323  3.343  1.103  0.1953
H  5.562  2.606  0.508  0.3635
H  6.060  1.983  -1.857  0.3453
H  4.333  2.269  -3.559  0.3052
H  3.171  5.416  -3.955  0.4124
H  1.924  5.753  -2.753  0.3390
H  1.502  5.757  -4.466  0.3757
H  3.657  3.477  -5.113  0.4387
H  2.107  3.481  -5.969  0.4060
H  2.707  1.966  -5.291  0.3615
C  2.191  -3.439  2.656  -0.9633
Si  0.338  -3.762  2.762  0.2205
C  -0.120  -4.822  1.283  -1.0713
C  0.127  -4.876  4.277  -1.1223
Si  -0.807  -1.713  2.657  -0.2570
Te  0.035  -0.855  0.495  0.0415
Si  -3.038  -2.235  3.098  0.5643
C  -4.116  -0.717  3.393  -0.2487
C  -3.795  -3.126  1.631  -0.9051
C  -3.316  -3.314  4.615  -1.1236
Si  0.054  -0.444  4.414  0.4013
C  -0.861  1.174  4.672  -0.9103
C  0.033  -1.349  6.069  -1.0758
C  1.833  0.020  4.058  -0.8647
H  2.716  -4.331  2.305  0.3729
H  2.601  -3.159  3.630  0.2649
H  2.401  -2.622  1.963  0.2545
H  0.576  -5.659  1.189  0.4141
H  -0.076  -4.230  0.368  0.2157
H  -1.133  -5.223  1.368  0.2727
H  0.738  -5.773  4.144  0.3550
H  -0.905  -5.191  4.424  0.3221
H  0.445  -4.381  5.196  0.2278
H  -3.957  0.010  2.598  -0.5856
H  -3.881  -0.235  4.344  0.3731
H  -5.174  -0.993  3.393  0.4838
H  -3.644  -2.544  0.719  0.1254
H  -4.869  -3.275  1.774  0.3967
H  -3.329  -4.099  1.467  0.2663
H  -2.970  -2.821  5.525  0.2525
H  -2.787  -4.264  4.545  0.2154
H  -4.384  -3.523  4.722  0.3897
H  -1.896  1.017  4.984  0.2822
H  -0.877  1.737  3.737  0.0528
H  -0.356  1.777  5.431  0.4280
H  -0.981  -1.631  6.362  0.2375
H  0.456  -0.724  6.860  0.3693
H  0.617  -2.269  6.014  0.1891
H  1.908  0.464  3.063  0.1201
H  2.486  -0.854  4.064  0.2485
H  2.202  0.738  4.796  0.3937
N  -5.108  -1.578  -7.638  -0.6199
C  -4.512  -1.249  -6.709  0.0123
C  -3.767  -0.839  -5.542  0.6456
C  -3.149  0.410  -5.508  -0.8215
C  -2.442  0.786  -4.377  0.1297
C  -2.320  -0.038  -3.251  -0.4885
C  -2.945  -1.287  -3.330  -0.3370
C  -3.659  -1.694  -4.447  -0.5547
H  -3.224  1.066  -6.368  0.3803
H  -1.958  1.761  -4.386  0.1717
H  -2.881  -1.973  -2.490  0.3949
H  -4.131  -2.670  -4.482  0.3863

Values from the calculation:
**HOMO**: -1.28 eV
**Net charge**: -2
**ΔE to the lowest compared entry with this formula, charge and spin**: 72.4 kcal per mole
**Kohn-Sham gap**: 5.27 eV
**E_tot**: -111968.9478 eV

=====

2.
The following is a quantum chemistry calculation of a structure of composition C25H17BCl2N3O4PdS, from the OMol25 dataset.

Last column: Mulliken charge in e.
Positions of all 54 atoms, in Å:
Pd  0.010  -0.609  0.836  0.1992
O  0.174  4.400  -0.470  -0.5224
C  -0.905  4.398  -1.284  0.9575
C  -1.169  5.458  -2.147  -0.7886
C  -2.263  5.420  -2.988  -0.5342
C  -3.116  4.321  -2.996  -0.9744
C  -2.851  3.263  -2.154  -0.1869
C  -1.758  3.286  -1.284  0.3674
C  -1.539  2.134  -0.412  0.2107
O  -1.953  0.917  -0.840  -0.7467
N  -1.089  2.281  0.781  -0.9259
N  -0.856  1.117  1.454  0.5496
C  -1.201  1.101  2.686  -0.7385
C  -1.095  -0.159  3.420  1.0128
C  -1.260  -0.238  4.790  -0.6726
C  -1.142  -1.476  5.408  -0.2347
C  -0.877  -2.591  4.633  -0.7382
C  -0.729  -2.437  3.263  -0.0330
N  -0.837  -1.253  2.665  -0.2962
H  0.701  5.187  -0.640  0.3529
H  -0.503  6.313  -2.153  0.3234
H  -2.453  6.257  -3.648  0.4118
H  -3.974  4.294  -3.652  0.4241
H  -3.508  2.402  -2.144  0.4489
H  -1.628  1.992  3.134  0.4262
H  -1.469  0.657  5.358  0.3898
H  -1.259  -1.565  6.479  0.4417
H  -0.787  -3.574  5.071  0.3842
H  -0.537  -3.287  2.623  0.4643
Cl  0.756  -2.666  0.074  -0.1172
C  1.870  -2.275  -1.248  1.0967
C  2.462  -3.335  -1.904  -0.8869
C  3.313  -3.047  -2.958  -0.4402
C  3.546  -1.726  -3.322  -0.7781
C  2.933  -0.695  -2.634  0.2521
Cl  3.260  0.939  -3.088  -0.1842
C  2.060  -0.941  -1.565  0.1365
S  1.314  0.394  -0.711  -0.2759
H  2.261  -4.352  -1.600  0.4721
H  3.797  -3.850  -3.496  0.4172
H  4.210  -1.486  -4.140  0.4551
O  -1.006  0.951  -3.125  -0.4162
B  -1.532  0.322  -2.018  1.7812
O  -1.686  -1.043  -2.179  -0.6719
C  -1.119  -1.291  -3.417  0.7979
C  -0.935  -2.500  -4.042  -0.9268
C  -0.304  -2.462  -5.286  -0.5667
C  0.106  -1.262  -5.856  -0.6195
C  -0.092  -0.042  -5.210  -0.8166
C  -0.708  -0.094  -3.983  0.4274
H  -1.266  -3.426  -3.593  0.5261
H  -0.137  -3.387  -5.821  0.4285
H  0.588  -1.272  -6.824  0.4203
H  0.227  0.896  -5.641  0.5165

Values from the calculation:
**HOMO**: -10.70 eV
**Net charge**: +1
**ΔE to the lowest compared entry with this formula, charge and spin**: 0.0 kcal per mole
**Kohn-Sham gap**: 6.73 eV
**E_tot**: -78895.7336 eV

=====

3.
The following is a quantum chemistry calculation of a cluster of 2 separate species, C6H11NO3 in total, from the OMol25 dataset.

Last column: Mulliken charge in e.
Positions of all 21 atoms, in Å:
C  -0.027  -0.546  0.049  1.6216
C  1.488  -0.687  -0.055  -1.5817
C  -0.729  -0.509  -1.307  -1.6087
C  -0.575  -1.758  0.825  -1.8557
C  -0.465  0.713  1.195  0.4667
C  0.480  2.357  -0.588  0.7897
O  -0.196  2.673  0.344  -0.4576
O  -1.805  0.870  1.148  -0.4609
N  1.109  2.242  -1.594  -0.4927
O  0.202  0.807  2.187  -0.5747
H  -2.113  1.060  2.051  0.3537
H  1.849  2.784  -2.009  0.2777
H  1.744  -1.666  -0.466  0.4325
H  1.924  0.028  -0.745  0.3468
H  1.952  -0.596  0.927  0.3392
H  -1.796  -0.329  -1.189  0.3446
H  -0.603  -1.468  -1.808  0.4376
H  -0.308  0.224  -1.987  0.3488
H  -1.662  -1.724  0.899  0.3845
H  -0.160  -1.802  1.831  0.4091
H  -0.308  -2.672  0.293  0.4793

Values from the calculation:
**HOMO**: -9.52 eV
**Net charge**: 0
**ΔE to the lowest compared entry with this formula, charge and spin**: 50.9 kcal per mole
**Kohn-Sham gap**: 10.13 eV
**SMILES**: CC(C)(C)C(=O)O.N=C=O
**E_tot**: -14032.0717 eV

=====

4.
The following is a quantum chemistry calculation of a structure of composition C28H56BeNO19, from the OMol25 dataset.

Last column: Mulliken charge in e.
Positions of all 105 atoms, in Å:
Be  0.568  2.789  -0.232  0.9554
N  -0.361  -1.315  -1.119  1.2399
O  -1.220  -0.584  -0.694  -0.4377
O  -0.565  -2.436  -1.508  -0.4724
O  0.715  -0.812  -1.231  -0.4149
C  -7.186  -3.751  -0.584  -0.5392
C  -8.505  -3.068  -0.268  -0.5257
C  -8.365  -1.696  -0.958  -0.3957
O  -7.057  -1.704  -1.588  -0.4186
C  -6.195  -2.612  -0.864  -0.3938
H  -7.356  -4.285  -1.518  0.2597
H  -6.863  -4.447  0.190  0.3314
H  -8.668  -2.979  0.806  0.2841
H  -9.392  -3.564  -0.661  0.2574
H  -8.382  -0.955  -0.159  0.2209
H  -9.124  -1.357  -1.664  0.3392
H  -5.907  -2.170  0.091  0.2437
H  -5.302  -2.979  -1.370  0.3379
C  0.688  1.220  5.265  -0.5099
C  0.509  2.738  5.451  -0.4840
C  -0.256  3.198  4.166  -0.4833
O  -0.228  2.076  3.268  -0.2694
C  -0.213  0.891  4.062  -0.5005
H  0.533  0.667  6.192  0.3747
H  1.744  1.004  5.104  0.1464
H  1.450  3.277  5.559  0.2730
H  -0.154  3.019  6.270  0.2663
H  0.129  4.105  3.699  0.3045
H  -1.284  3.456  4.419  0.2890
H  0.170  0.012  3.544  0.3961
H  -1.181  0.665  4.509  0.2606
C  3.982  -7.229  -0.351  -0.3917
C  3.007  -6.646  -1.348  -0.5925
C  3.442  -5.143  -1.417  -0.2985
O  4.792  -5.192  -1.024  -0.4064
C  5.224  -6.503  -0.754  -0.4586
H  4.029  -8.304  -0.523  0.2991
H  3.708  -7.081  0.693  0.2328
H  1.954  -6.711  -1.074  0.3388
H  2.982  -7.113  -2.332  0.2861
H  2.887  -4.516  -0.720  0.1696
H  3.217  -4.687  -2.381  0.2813
H  6.022  -6.493  -0.011  0.2831
H  5.708  -6.923  -1.635  0.2585
C  -2.195  -5.478  2.890  -0.5798
C  -0.693  -5.264  2.954  -0.5638
C  -0.573  -4.526  4.319  -0.3545
O  -1.759  -3.768  4.417  -0.4069
C  -2.647  -4.103  3.344  -0.2860
H  -2.501  -6.191  3.655  0.2617
H  -2.560  -5.834  1.926  0.3537
H  -0.287  -4.641  2.157  0.1880
H  -0.035  -6.131  2.892  0.3552
H  0.254  -3.818  4.277  0.2492
H  -0.522  -5.270  5.114  0.2814
H  -2.450  -3.430  2.509  0.2043
H  -3.623  -4.110  3.829  0.2994
C  4.750  5.261  -3.279  -0.5429
O  5.145  4.050  -3.811  -0.3016
C  4.688  2.957  -3.215  0.8206
O  3.739  2.869  -2.416  -0.5686
O  5.466  1.965  -3.587  -0.3152
C  5.549  0.729  -2.842  -0.6126
H  5.074  5.347  -2.242  0.2607
H  3.668  5.372  -3.359  0.2090
H  5.238  6.082  -3.804  0.2424
H  5.918  0.861  -1.825  0.2674
H  6.279  -0.008  -3.179  0.3080
H  4.588  0.216  -2.807  0.2426
C  -4.917  3.273  -1.758  -0.6341
O  -4.870  4.659  -1.451  -0.3059
C  -3.885  5.156  -0.684  0.8451
O  -2.959  4.463  -0.233  -0.5811
O  -4.085  6.445  -0.521  -0.2949
C  -3.098  7.163  0.152  -0.6508
H  -5.359  2.619  -1.007  0.3013
H  -3.878  2.971  -1.891  0.2557
H  -5.446  3.045  -2.683  0.2626
H  -3.127  6.938  1.218  0.3047
H  -3.322  8.229  0.119  0.2534
H  -2.082  7.097  -0.238  0.2634
C  5.310  4.092  2.558  -0.4410
O  5.594  2.710  2.559  -0.3039
C  4.764  1.715  2.249  0.7523
O  3.632  1.813  1.792  -0.5093
O  5.334  0.450  2.596  -0.3031
C  4.673  -0.764  2.273  -0.5920
H  5.072  4.402  1.540  0.1836
H  6.189  4.661  2.863  0.2135
H  4.443  4.234  3.202  0.2492
H  5.492  -1.475  2.381  0.2363
H  4.381  -0.823  1.225  0.2860
H  3.838  -0.977  2.941  0.2497
C  -0.084  0.928  -5.556  -0.5150
O  -0.372  2.244  -6.065  -0.3185
C  -0.522  3.226  -5.133  0.8377
O  -0.480  3.103  -3.900  -0.5789
O  -0.659  4.335  -5.784  -0.3217
C  -0.872  5.589  -5.039  -0.5779
H  -0.040  0.202  -6.367  0.2421
H  -0.903  0.785  -4.851  0.2597
H  0.897  0.867  -5.086  0.2128
H  -0.195  5.706  -4.193  0.2415
H  -1.911  5.483  -4.727  0.2983
H  -0.764  6.433  -5.719  0.2312

Values from the calculation:
**HOMO**: -11.04 eV
**Net charge**: +1
**ΔE to the lowest compared entry with this formula, charge and spin**: 111.5 kcal per mole
**Kohn-Sham gap**: 1.89 eV
**E_tot**: -70715.6752 eV

=====

5.
The following is a quantum chemistry calculation of the molecule C5H6O, from the OMol25 dataset.

Last column: Mulliken charge in e.
Positions of all 12 atoms, in Å:
C  1.385  -0.720  -0.544  -0.9855
C  0.476  -0.287  0.574  -0.1012
C  -0.611  1.085  -0.068  0.2062
O  -0.480  1.329  -1.252  -0.6297
C  -0.882  -0.593  0.599  -0.0292
C  -1.990  -0.030  0.445  -0.4877
H  1.448  -1.810  -0.614  0.2842
H  1.001  -0.318  -1.492  0.3146
H  2.394  -0.327  -0.386  0.2810
H  0.925  -0.055  1.539  0.4051
H  -0.604  1.745  0.800  0.3611
H  -3.062  -0.019  0.399  0.3811

Values from the calculation:
**HOMO**: -8.58 eV
**Net charge**: 0
**ΔE to the lowest compared entry with this formula, charge and spin**: 97.4 kcal per mole
**Kohn-Sham gap**: 9.41 eV
**E_tot**: -7325.0624 eV

=====

- Which value of Kohn-Sham gap does entry 1 give?
  5.27 eV

=====

- Which value of Kohn-Sham gap does entry 5 give?
  9.41 eV

=====

- Number 5 is which compound?
  C5H6O